{"formula": "C19H62N4O12", "method": "wB97M-V/def2-TZVPD", "species": ["C", "C", "O", "H", "H", "H", "H", "H", "H", "C", "C", "O", "H", "H", "H", "H", "H", "H", "C", "C", "O", "H", "H", "H", "H", "H", "H", "C", "C", "O", "H", "H", "H", "H", "H", "H", "C", "C", "O", "H", "H", "H", "H", "H", "H", "C", "C", "O", "H", "H", "H", "H", "H", "H", "C", "C", "O", "H", "H", "H", "H", "H", "H", "C", "O", "N", "N", "H", "H", "H", "H", "C", "O", "N", "N", "H", "H", "H", "H", "C", "O", "H", "H", "H", "H", "C", "O", "H", "H", "H", "H", "C", "O", "H", "H", "H", "H"], "xyz": [[-16.9985, -19.4835, 20.3118], [-15.8184, -20.4362, 20.8051], [-15.2492, -19.8775, 21.9943], [-17.5977, -19.2584, 21.2168], [-17.7361, -20.0152, 19.6691], [-16.7417, -18.5708, 19.8250], [-15.0187, -20.4274, 20.0544], [-16.1346, -21.4542, 20.9751], [-14.3341, -20.1560, 22.0842], [-15.8455, -21.5521, 10.6008], [-16.9822, -20.8545, 11.3982], [-16.6527, -20.8574, 12.7472], [-14.8724, -21.0783, 10.7770], [-15.9562, -21.5893, 9.5165], [-15.8211, -22.5974, 11.0030], [-17.9088, -21.3417, 11.3153], [-16.9804, -19.8104, 11.0169], [-17.4430, -20.9842, 13.2700], [-16.4094, -24.3846, 13.8513], [-15.6235, -24.9798, 12.6964], [-14.2340, -25.0005, 13.0126], [-16.1384, -23.3389, 14.0019], [-16.3344, -24.9864, 14.7466], [-17.3958, -24.4925, 13.5292], [-15.8419, -24.3817, 11.8257], [-15.9386, -25.9646, 12.4151], [-13.7082, -24.7222, 12.2610], [-14.8847, -18.8669, 14.7329], [-16.1876, -17.9978, 14.7736], [-15.8272, -16.6370, 14.9105], [-14.2072, -18.7769, 15.5891], [-14.3782, -18.7556, 13.7318], [-15.1460, -19.9167, 14.6658], [-16.6675, -18.2577, 15.7334], [-16.7884, -18.1644, 13.8970], [-16.6167, -16.1200, 15.2064], [-17.0654, -21.6678, 16.2790], [-16.1087, -20.9572, 17.3086], [-14.7303, -20.9899, 16.9295], [-18.0746, -21.7534, 16.7762], [-16.6624, -22.6266, 16.1731], [-16.9644, -21.1907, 15.3160], [-16.3615, -21.2926, 18.3046], [-16.3316, -19.9071, 17.3186], [-14.2357, -20.3701, 17.4799], [-19.3319, -18.5449, 15.7799], [-19.1680, -18.5260, 17.3362], [-20.0065, -17.6579, 18.0606], [-20.3640, -18.7270, 15.4806], [-18.6910, -19.2587, 15.3849], [-18.9483, -17.6660, 15.2317], [-18.1134, -18.3758, 17.5571], [-19.3794, -19.5428, 17.7030], [-19.5242, -16.9225, 18.4340], [-11.1667, -21.7923, 16.7941], [-11.0514, -20.3165, 17.0698], [-10.7697, -20.2773, 18.4610], [-10.3153, -22.3646, 17.1424], [-11.2245, -22.1187, 15.7618], [-12.0817, -22.2333, 17.2789], [-11.9596, -19.8494, 16.7683], [-10.3003, -19.9098, 16.4479], [-10.3091, -19.4504, 18.6311], [-13.3514, -24.7993, 16.4335], [-12.6417, -24.7315, 17.6159], [-13.3271, -25.7824, 15.6294], [-14.0816, -23.7894, 15.9627], [-12.7299, -26.6008, 15.8303], [-13.8993, -25.8382, 14.8168], [-14.2516, -23.0054, 16.5661], [-14.6310, -23.8403, 15.1364], [-13.1260, -18.1043, 19.4967], [-13.5441, -18.5711, 18.2532], [-13.2995, -16.8710, 19.8960], [-12.7737, -18.8677, 20.5005], [-13.4986, -16.0860, 19.2428], [-12.9503, -16.5730, 20.8277], [-12.7449, -19.9119, 20.3042], [-12.6084, -18.4831, 21.4394], [-15.8070, -16.5852, 18.0653], [-15.9208, -15.5349, 18.9796], [-16.6370, -16.6809, 17.3897], [-15.6570, -17.5370, 18.5491], [-14.9044, -16.3149, 17.4962], [-16.8080, -15.5779, 19.2357], [-19.7093, -22.6637, 13.8615], [-19.2019, -21.3659, 13.7822], [-20.7942, -22.5322, 13.6985], [-19.5042, -23.2425, 14.7186], [-19.3311, -23.2322, 12.9981], [-19.7620, -20.8823, 13.1584], [-13.5777, -22.7977, 19.6668], [-12.8929, -21.5576, 19.7419], [-14.2029, -22.6674, 18.8118], [-14.1736, -22.9818, 20.5825], [-12.7891, -23.5610, 19.6239], [-12.2607, -21.4163, 19.0560]], "orbital_gap_ev": 8.9, "energy_ha": -1882.83559, "total_charge": 0, "multiplicity": 1, "smiles": "NC(N)=O.NC(N)=O.CCO.CCO.CCO.CCO.CCO.CCO.CCO.CO.CO.CO"}

***

{"formula": "C36H30N8O4S6Tm", "method": "wB97M-V/def2-TZVPD", "species": ["Tm", "C", "C", "C", "C", "C", "C", "C", "N", "N", "C", "C", "C", "C", "C", "C", "N", "C", "C", "C", "C", "C", "C", "N", "H", "H", "H", "H", "H", "H", "H", "H", "H", "H", "H", "H", "H", "H", "H", "H", "H", "H", "H", "H", "O", "C", "S", "C", "C", "S", "S", "S", "S", "C", "C", "C", "C", "C", "N", "H", "H", "H", "H", "O", "S", "O", "O", "C", "N", "C", "C", "C", "N", "C", "C", "C", "N", "C", "C", "H", "H", "H", "H", "H", "H"], "xyz": [[0.2464, -0.2401, -1.2385], [2.0759, -3.3390, -1.7580], [0.8249, -4.1438, -2.1048], [-0.3171, -3.4296, -2.7676], [-1.3711, -4.1806, -3.3255], [-2.2447, -3.5795, -4.2045], [-1.9518, -2.2629, -4.6015], [-0.8809, -1.5880, -4.0152], [-0.2200, -2.0929, -2.9484], [1.9162, -2.3343, -0.6492], [1.4894, -2.9919, 0.6319], [-0.0158, -3.1561, 0.7956], [-0.4309, -4.2161, 1.6096], [-1.8015, -4.5003, 1.7198], [-2.7240, -3.6543, 1.1053], [-2.2187, -2.5284, 0.4511], [-0.8956, -2.2995, 0.1962], [3.3106, -1.8977, -0.4615], [3.4148, -0.7984, 0.5309], [4.5908, -0.5945, 1.2418], [4.6496, 0.4790, 2.1365], [3.4788, 1.2145, 2.3598], [2.3542, 0.9150, 1.5869], [2.2914, -0.0764, 0.7116], [2.3772, -2.7482, -2.6339], [2.8607, -4.0233, -1.4387], [0.4119, -4.6792, -1.2000], [1.1543, -5.0013, -2.7515], [-1.4937, -5.2014, -2.9759], [-3.1191, -4.0935, -4.6094], [-2.5644, -1.7365, -5.3278], [-0.6055, -0.6114, -4.3830], [1.8500, -2.3850, 1.4560], [1.9900, -3.9808, 0.7356], [0.3013, -4.8428, 2.0793], [-2.1174, -5.3999, 2.2867], [-3.7881, -3.8203, 1.1830], [-2.9058, -1.7674, 0.1137], [3.6724, -1.5343, -1.4330], [3.9395, -2.7425, -0.1212], [5.4359, -1.2824, 1.1088], [5.5688, 0.7065, 2.6546], [3.3938, 1.9574, 3.1800], [1.4551, 1.5268, 1.6750], [6.1927, 3.3671, -4.4768], [5.2715, 2.8287, -3.9290], [4.5170, 1.2139, -4.4801], [3.2041, 1.0837, -3.3684], [3.0681, 2.2031, -2.3943], [1.7582, 2.3287, -1.3305], [4.2930, 3.4225, -2.4527], [2.1767, -0.2331, -3.4101], [-2.6204, 0.0697, -1.6121], [-2.0410, 1.1970, -2.7650], [-2.9517, 1.9521, -3.5793], [-2.4457, 2.9267, -4.4166], [-1.0531, 3.1672, -4.4945], [-0.2225, 2.3521, -3.7684], [-0.7078, 1.3755, -2.9343], [-4.0047, 1.7839, -3.4949], [-3.1146, 3.5192, -5.0259], [-0.6660, 3.9536, -5.1171], [0.8569, 2.4026, -3.8295], [-4.6616, 2.8316, 7.4797], [-3.3695, 2.1451, 7.6030], [-2.4178, 2.6523, 8.5825], [-3.4050, 0.6858, 7.5464], [-2.7940, 3.1565, 6.2331], [-2.9521, 4.4475, 6.4393], [-2.5574, 5.2457, 5.4590], [-2.1080, 4.7465, 4.2459], [-2.0223, 3.3384, 4.1356], [-2.2639, 2.5673, 5.1903], [-1.6146, 2.6066, 2.9559], [-1.3019, 1.2251, 3.0892], [-0.8693, 0.5530, 1.9449], [-0.6323, 1.1560, 0.7435], [-1.0263, 2.4551, 0.6169], [-1.5071, 3.1975, 1.6992], [-2.6438, 6.2866, 5.6716], [-1.8504, 5.3993, 3.4417], [-1.4015, 0.7725, 4.0665], [-0.6641, -0.5138, 1.9688], [-0.9950, 2.8750, -0.3784], [-1.8407, 4.2113, 1.5442]], "orbital_gap_ev": [5.0, 5.0], "s_squared": 2.0021, "energy_ha": -5603.40107, "total_charge": -1, "multiplicity": 3}

***

{"formula": "C18H13N3O", "method": "wB97M-V/def2-TZVPD", "species": ["C", "C", "N", "N", "O", "C", "C", "C", "C", "C", "C", "C", "C", "C", "C", "C", "C", "C", "C", "N", "C", "C", "H", "H", "H", "H", "H", "H", "H", "H", "H", "H", "H", "H", "H"], "xyz": [[1.4188, -0.2143, 0.0051], [1.9185, -0.2343, -1.0857], [1.4189, -0.4610, 2.5081], [2.5496, 0.9152, -3.0730], [-2.9859, -0.2108, 1.0058], [0.4342, -0.4424, 3.3589], [0.8197, -0.2057, 1.2769], [-0.5203, -0.0762, 1.3990], [2.3741, -0.2716, -2.4398], [2.9123, 0.8905, -4.3730], [2.6248, -1.5152, -3.0687], [3.1922, -0.2825, -5.0558], [3.0766, -1.5160, -4.4214], [-4.6365, -0.1860, 4.2806], [-3.5533, -0.1119, 5.1951], [-4.3913, -0.1506, 2.9198], [-2.2642, -0.0934, 4.6998], [-3.1010, -0.1388, 2.3986], [-2.0072, -0.1029, 3.2771], [-0.7605, -0.1851, 2.7536], [-1.6899, 0.1328, 0.4180], [3.0959, 2.1897, -5.1158], [0.5703, -0.5264, 4.4261], [2.4979, -2.4217, -2.5142], [3.5452, -0.1762, -6.0894], [3.3311, -2.4305, -4.9385], [-5.6635, -0.2493, 4.6665], [-3.7724, -0.0767, 6.2837], [-5.2003, -0.1657, 2.2013], [-1.4532, -0.0120, 5.3916], [-1.6879, 1.2121, 0.1132], [-1.5102, -0.4120, -0.5327], [4.1200, 2.2901, -5.3412], [2.4891, 2.1771, -6.0022], [2.8084, 3.0619, -4.5274]], "orbital_gap_ev": 8.9, "energy_ha": -933.16036, "total_charge": 0, "multiplicity": 1, "smiles": "Cc1cccc(C#Cc2ncn3c2COc2ccccc2-3)n1"}

***

Calculated values (kcal/mol) of energy relative to the best compared isomer or geometry (same formula, charge and spin) for the records, taken in order: 0.00; 0.00; 0.38.